[1]
ORCA calculation (ωB97M-V/def2-TZVPD) on C18H55Br2O28P7S as an isolated structure.

Calculated values
* net charge: 0
* HOMO: -9.5421 eV
* LUMO: -2.972 eV

```
111
Properties=species:S:1:pos:R:3:mulliken_charge:R:1
O -6.0269 3.2958 2.3059 -0.518
S -4.6619 3.0275 1.7494 0.642
O -4.5555 1.3574 1.4591 -0.168
Br -5.2237 0.4146 2.9083 0.094
O -3.6029 3.4062 3.0234 -0.239
P -2.2920 4.3837 2.5062 0.320
O -2.8046 5.5900 1.4338 -0.483
Br -1.0941 2.9905 1.1385 0.017
H -3.2413 6.3222 1.9056 0.351
C -5.3593 -6.1282 0.1131 -0.575
O -4.6008 -5.6194 1.2057 -0.495
P -3.6671 -4.2145 0.9243 1.119
O -4.7514 -3.5702 0.0699 -0.667
O -2.6226 -5.0618 -0.0143 -0.298
C -1.9407 -6.1707 0.5756 -0.685
O -2.5984 -2.8807 0.8626 -0.269
C -3.1016 -1.5865 0.6002 -0.306
H -5.5872 -7.1759 0.3204 0.304
H -6.2993 -5.5812 0.0351 0.178
H -4.8087 -6.0684 -0.8268 0.305
H -2.3939 -7.0978 0.2192 0.245
H -1.9847 -6.1451 1.6653 0.342
H -0.8961 -6.1474 0.2622 0.242
H -3.9904 -1.3727 1.1958 0.019
H -3.3192 -1.4861 -0.4645 0.307
H -2.3239 -0.8637 0.8570 0.235
C 5.3824 3.4303 -3.1827 -0.350
O 4.8106 2.1512 -2.9607 -0.537
P 3.1605 2.0745 -2.4979 1.173
O 2.7940 3.2001 -3.4637 -0.728
O 3.5088 2.7018 -1.0246 -0.253
C 4.3999 1.9680 -0.1769 -0.753
O 1.5343 1.8676 -2.0174 -0.129
C 0.4926 2.2780 -2.8776 -0.694
H 6.4671 3.3338 -3.0985 0.282
H 5.1478 3.7698 -4.1924 0.294
H 5.0362 4.1588 -2.4498 -0.002
H 5.3757 2.4581 -0.1779 0.261
H 4.5164 0.9331 -0.5040 0.316
H 4.0039 1.9757 0.8398 0.287
H 0.6638 1.9444 -3.9018 0.335
H 0.3909 3.3636 -2.8375 0.260
H -0.4387 1.8378 -2.5143 0.237
C 6.2035 -2.7487 0.2223 -0.520
O 5.9852 -2.8653 -1.1754 -0.528
P 4.3776 -3.0805 -1.7336 1.086
O 3.8543 -2.0860 -0.6965 -0.469
O 4.3520 -4.5989 -1.1172 -0.277
C 5.2873 -5.5487 -1.6349 -0.710
O 2.8048 -3.3279 -2.3582 -0.406
C 1.8129 -2.3262 -2.1677 -0.355
H 7.2505 -2.9906 0.4161 0.325
H 6.0244 -1.7211 0.5408 0.116
H 5.5721 -3.4349 0.7887 0.322
H 6.0883 -5.6924 -0.9072 0.246
H 5.7175 -5.2236 -2.5832 0.345
H 4.7748 -6.4996 -1.7853 0.250
H 2.1980 -1.3319 -2.3962 0.078
H 1.4400 -2.3673 -1.1432 0.232
H 0.9781 -2.5419 -2.8373 0.271
C 4.0069 6.7166 -1.6118 -0.682
O 5.4269 6.7556 -1.5732 -0.298
P 6.1892 8.2066 -1.0656 1.000
O 5.1878 8.4878 0.0524 -0.654
O 5.7454 8.9733 -2.4454 -0.348
C 6.1695 8.4118 -3.6896 -0.662
O 7.2163 9.5216 -0.6872 -0.346
C 7.2141 10.0645 0.6173 -0.587
H 3.7121 5.9051 -2.2811 0.280
H 3.6161 6.4977 -0.6178 0.244
H 3.5854 7.6508 -1.9852 0.397
H 5.3213 7.9128 -4.1625 0.240
H 6.9811 7.6945 -3.5589 0.325
H 6.5101 9.2181 -4.3405 0.260
H 7.2513 9.2822 1.3764 0.309
H 6.3301 10.6895 0.7520 0.250
H 8.0979 10.6977 0.7195 0.237
C -12.1747 -7.1530 -3.1384 -0.596
O -12.2811 -5.7468 -2.9821 -0.462
P -10.9622 -4.9041 -2.2779 1.122
O -9.8946 -5.7155 -3.0087 -0.650
O -11.2756 -5.5558 -0.8057 -0.293
C -12.5685 -5.3370 -0.2381 -0.676
O -9.8601 -3.8219 -1.5437 -0.313
C -8.5860 -3.6132 -2.1198 -0.557
H -13.1860 -7.5540 -3.2371 0.246
H -11.6235 -7.3833 -4.0505 0.240
H -11.6926 -7.6197 -2.2783 0.314
H -13.1569 -6.2522 -0.3292 0.239
H -13.0978 -4.5194 -0.7297 0.338
H -12.4516 -5.0986 0.8199 0.255
H -8.6554 -3.4590 -3.1975 0.333
H -7.9389 -4.4609 -1.8903 0.218
H -8.1492 -2.7217 -1.6656 0.242
C 2.2871 0.0796 7.4990 -0.624
O 1.6970 0.5355 6.2918 -0.465
P 2.5897 0.3680 4.8356 1.093
O 3.1150 -1.0127 5.2225 -0.702
O 3.6505 1.5288 5.3022 -0.323
C 3.1383 2.8367 5.5663 -0.701
O 3.3435 0.3194 3.2986 -0.152
C 3.6525 -0.9399 2.7295 -0.385
H 1.7809 0.5815 8.3267 0.242
H 2.1333 -0.9947 7.6035 0.235
H 3.3516 0.3143 7.5421 0.315
H 3.1015 2.9933 6.6462 0.248
H 2.1400 2.9768 5.1488 0.349
H 3.8127 3.5731 5.1274 0.261
H 2.8093 -1.6269 2.8091 0.331
H 4.5351 -1.3551 3.2196 0.324
H 3.8920 -0.7958 1.6735 -0.036
```

***

[2]
ORCA calculation (ωB97M-V/def2-TZVPD) on a 10-piece molecular cluster, C18H56N12O10 overall.

Calculated values
* net charge: 0
* HOMO: -8.9933 eV
* SMILES: NC(N)=O.NC(N)=O.NC(N)=O.NC(N)=O.NC(N)=O.NC(N)=O.CC(C)O.CC(C)O.CC(C)O.CC(C)O
* LUMO: 0.161 eV
* energy above the lowest of the compared OMol25 structures with the same formula, charge and spin: 0.8507 eV

```
96
Properties=species:S:1:pos:R:3:mulliken_charge:R:1
N 2.7859 -5.0755 -0.0806 -0.453
C 1.9489 -4.1432 0.4302 0.580
N 0.8320 -3.9368 -0.3113 -0.321
O 2.2489 -3.6138 1.5201 -0.702
H 2.4844 -5.5809 -0.8906 0.173
H 3.5876 -5.2884 0.4834 0.261
H 0.9780 -4.0416 -1.3041 0.270
H 0.1417 -3.1792 -0.1391 0.155
N 0.8284 -0.3722 0.1084 0.507
C -0.4728 -0.6739 -0.0505 0.423
N -1.2623 0.3389 -0.4277 0.885
O -0.9263 -1.8336 0.1192 -1.088
H 1.4524 -1.1645 0.1515 -0.120
H 1.1863 0.3888 -0.4559 -0.135
H -0.9015 1.2725 -0.3099 -0.206
H -2.1987 0.2086 -0.7671 -0.310
N -3.5688 -2.0343 0.8578 -0.262
C -3.8050 -1.3041 2.0028 0.476
N -2.6647 -1.0817 2.7116 -0.118
O -4.9302 -1.0096 2.3917 -0.693
H -4.3581 -2.2331 0.2747 0.205
H -2.6094 -2.2559 0.5609 0.199
H -2.6941 -0.5665 3.5712 0.216
H -1.8166 -1.5329 2.4306 0.084
N 1.2225 4.0688 0.7320 -0.338
C 1.4691 3.2507 -0.3281 0.467
N 2.7566 3.2062 -0.7254 -0.321
O 0.6153 2.4871 -0.8060 -0.300
H 0.2425 4.1541 0.9638 0.266
H 1.8536 4.8192 0.9382 0.202
H 3.4255 3.6313 -0.1104 0.184
H 3.0358 2.4386 -1.3111 -0.065
N -3.0397 3.0815 -4.3382 -0.442
C -2.4382 2.6837 -3.1874 0.606
N -1.1270 2.4101 -3.2578 -0.195
O -3.0598 2.6571 -2.1208 -0.599
H -2.5878 3.0849 -5.2335 0.136
H -4.0255 3.2628 -4.3319 0.250
H -0.5908 2.6212 -4.0807 0.191
H -0.5761 2.2245 -2.4342 0.108
N 0.9838 -1.1414 3.1094 0.189
C 0.8817 -1.8263 4.2885 0.462
N 1.2249 -3.1383 4.1447 -0.272
O 0.6466 -1.2981 5.3708 -0.730
H 0.8161 -0.1526 3.1981 0.152
H 1.1095 -1.5655 2.2085 -0.194
H 1.4347 -3.4984 3.2240 0.279
H 1.3605 -3.6855 4.9731 0.187
C -4.8588 -1.1632 -4.4716 -1.202
C -5.4816 -1.1527 -3.0979 0.194
C -4.4901 -0.6563 -2.0575 -0.377
O -6.6004 -0.2669 -3.1167 -0.564
H -5.4360 -1.7681 -5.1761 0.359
H -3.9560 -1.7848 -4.4193 0.317
H -4.7002 -0.1672 -4.8814 0.251
H -5.9542 -2.1170 -2.8912 0.360
H -4.3325 0.3823 -2.3773 -0.210
H -3.5454 -1.1985 -1.9906 0.221
H -4.8381 -0.5361 -1.0311 0.221
H -6.2759 0.6227 -3.3016 0.335
C 3.8630 -0.2581 2.6523 -0.347
C 5.2499 -0.4722 2.0061 0.279
C 6.3685 -0.7913 2.9599 -1.565
O 5.0803 -1.5556 1.0472 -0.564
H 3.1897 0.1737 1.9100 -0.124
H 3.8990 0.4580 3.4733 0.456
H 3.4624 -1.2379 2.9106 0.120
H 5.5189 0.3844 1.3826 0.247
H 6.3517 0.0017 3.7122 0.362
H 7.3546 -0.7568 2.4987 0.413
H 6.2144 -1.7537 3.4524 0.403
H 5.2504 -2.3619 1.5450 0.322
C 3.2795 0.4862 -3.0274 -1.565
C 3.7728 -0.4223 -1.9229 1.352
C 5.0912 -1.0795 -2.2609 -1.446
O 3.8003 0.2532 -0.6676 -0.272
H 3.1949 -0.0582 -3.9657 0.412
H 3.8963 1.3774 -3.2061 0.381
H 2.3322 1.0007 -2.8263 0.229
H 2.9886 -1.1923 -1.9175 -0.108
H 5.9377 -0.3950 -2.3018 0.325
H 5.0537 -1.7178 -3.1477 0.419
H 5.3467 -1.8438 -1.5208 0.302
H 4.1769 -0.3546 -0.0039 0.019
C -4.7514 3.0565 1.9735 -1.584
C -3.3139 2.6428 1.9144 1.571
C -2.4902 3.7192 1.2030 -0.745
O -2.7819 2.4869 3.2336 -0.648
H -5.1478 3.2804 0.9795 0.328
H -4.9804 3.9165 2.6042 0.344
H -5.3649 2.2185 2.3221 0.434
H -3.2468 1.6826 1.3929 -0.491
H -2.3426 4.6452 1.7642 0.540
H -2.8670 3.9527 0.2074 0.259
H -1.4564 3.4142 1.0124 -0.562
H -3.3611 1.8430 3.6608 0.351
```

***

Question: Look up the net charge of the second one.
Answer: 0

***

Question: The highest HOMO belongs to which entry?
Answer: C18H56N12O10

***

Question: Which formula does entry 1 have?
Answer: C18H55Br2O28P7S

***

Question: What is the formula in the second record?
Answer: C18H56N12O10